1.
{
  "formula": "C4H10N2O",
  "method": "the ωB97M-V functional and the def2-TZVPD basis",
  "relative_energy_kj_mol": 106.0,
  "smiles": "CN(C)C(=O)CN",
  "homo_lumo_gap_ev": 10.08,
  "multiplicity": 1,
  "largest_force_ev_per_a": 0.784,
  "e_homo_ev": -9.15,
  "symbols": ["N", "C", "C", "N", "C", "C", "O", "H", "H", "H", "H", "H", "H", "H", "H", "H", "H"],
  "coordinates": [[-0.15915, -0.73764, -2.09256], [0.59455, 0.35802, -1.47271], [0.05196, 0.72843, -0.10011], [-0.08487, -0.27542, 0.80240], [-0.74261, 0.02053, 2.06995], [0.52111, -1.58419, 0.72928], [-0.26001, 1.87964, 0.14652], [-1.14441, -0.51498, -2.06941], [0.09046, -0.82548, -3.07399], [1.63396, 0.04345, -1.36097], [0.53858, 1.27597, -2.05494], [-0.86006, 1.08920, 2.20119], [-0.13269, -0.34751, 2.89622], [-1.72536, -0.45283, 2.08635], [-0.15934, -2.32916, 1.13335], [0.72158, -1.83922, -0.30639], [1.44154, -1.63496, 1.31583]],
  "atomic_forces_ev_per_a": [[0.0, 0.0, -0.1], [-0.1, -0.1, -0.1], [0.2, -0.3, -0.1], [-0.3, 0.3, 0.7], [0.2, 0.0, -0.1], [0.2, -0.1, -0.4], [-0.2, 0.2, -0.1], [-0.2, 0.0, 0.0], [0.0, 0.0, 0.2], [0.1, 0.1, -0.1], [0.2, 0.1, 0.1], [0.0, 0.1, -0.2], [-0.1, -0.1, 0.0], [0.0, -0.1, 0.2], [-0.2, -0.1, 0.0], [0.0, -0.1, 0.1], [0.1, 0.1, 0.0]],
  "nbo_charge": [-0.8384, -0.3134, 0.6659, -0.4320, -0.4174, -0.4169, -0.6282, 0.3594, 0.3630, 0.2011, 0.2048, 0.2437, 0.1920, 0.1930, 0.1985, 0.2412, 0.1838]
}



2.
{
  "formula": "C4H10N2O",
  "method": "the ωB97M-V functional and the def2-TZVPD basis",
  "relative_energy_kj_mol": 548.5,
  "homo_lumo_gap_ev": [7.86, 8.81],
  "multiplicity": 1,
  "largest_force_ev_per_a": 0.996,
  "e_homo_ev": [-7.53, -8.20],
  "symbols": ["C", "C", "C", "C", "N", "N", "O", "H", "H", "H", "H", "H", "H", "H", "H", "H", "H"],
  "coordinates": [[-1.18415, 0.72239, -0.94245], [1.27404, -0.84931, 1.13573], [-2.18480, -0.19746, -0.36139], [1.88853, -0.66326, -0.20252], [0.43252, 2.22041, -0.63943], [0.26033, -1.57766, 1.30338], [-0.75721, 1.69464, -0.22790], [0.51870, 3.10144, -0.11923], [-0.08742, -1.60161, 2.25967], [-0.77865, 0.55033, -1.93313], [1.75971, -0.28533, 1.94612], [-2.88172, -0.54317, -1.12078], [-2.72475, 0.29384, 0.44628], [-1.66784, -1.06906, 0.05541], [1.42570, -1.32249, -0.93029], [1.74725, 0.37492, -0.51483], [2.95977, -0.84860, -0.15463]],
  "atomic_forces_ev_per_a": [[-0.6, -0.1, 0.4], [0.4, 0.3, 0.2], [-0.1, 0.2, 0.1], [0.0, 0.0, -0.1], [0.6, 0.7, -0.4], [-0.5, -0.4, -0.1], [0.2, -0.7, -0.4], [-0.4, -0.3, 0.1], [0.3, 0.1, 0.1], [0.4, 0.2, 0.2], [-0.2, -0.1, 0.0], [-0.1, 0.0, -0.1], [-0.1, 0.0, 0.0], [0.0, 0.0, 0.0], [0.0, -0.1, -0.1], [0.0, 0.1, 0.0], [0.1, 0.0, 0.0]],
  "nbo_charge": [0.2765, 0.1690, -0.7109, -0.7076, -0.5446, -0.6649, -0.2244, 0.2994, 0.3398, 0.1802, 0.1464, 0.2250, 0.2307, 0.2746, 0.2184, 0.2704, 0.2222]
}



3.
{
  "formula": "C4H10N2O",
  "method": "the ωB97M-V functional and the def2-TZVPD basis",
  "relative_energy_kj_mol": 686.0,
  "homo_lumo_gap_ev": [7.56, 7.56],
  "multiplicity": 1,
  "largest_force_ev_per_a": 5.391,
  "e_homo_ev": [-6.78, -6.78],
  "symbols": ["C", "C", "C", "C", "N", "N", "O", "H", "H", "H", "H", "H", "H", "H", "H", "H", "H"],
  "coordinates": [[0.54457, -0.54572, 0.27979], [-1.05744, 0.61698, -0.34462], [0.14475, -1.99299, 0.32761], [-0.97467, 2.02650, 0.18690], [0.58084, 0.19753, -0.93876], [2.41092, -0.55796, -0.22766], [3.23840, 0.10864, 0.29135], [0.43567, -0.44632, -1.71567], [0.63795, 0.01437, 1.20100], [-1.51382, 0.57428, -1.33248], [-1.67223, -0.02757, 0.29131], [-0.94085, -2.13178, 0.22627], [0.45057, -2.45216, 1.27005], [0.61450, -2.54817, -0.49031], [-0.50303, 2.06002, 1.17098], [-0.41064, 2.66971, -0.48792], [-1.98550, 2.43462, 0.29215]],
  "atomic_forces_ev_per_a": [[5.1, -1.4, -0.3], [0.8, 1.2, -2.9], [-0.2, 0.2, 0.0], [0.0, 0.0, 0.0], [-4.9, 0.7, 2.2], [0.3, -0.3, 0.9], [-1.1, -0.6, -0.1], [-0.2, 0.0, 0.1], [-0.4, 0.2, -0.1], [-0.4, 0.3, 0.1], [0.8, -0.4, 0.1], [0.1, 0.0, 0.0], [0.0, 0.1, -0.1], [0.1, 0.1, 0.0], [0.0, 0.0, 0.0], [0.0, -0.1, 0.0], [0.1, -0.1, 0.0]],
  "nbo_charge": [0.0038, -0.2223, -0.6615, -0.6342, -0.5800, 0.1111, -0.3048, 0.3589, 0.2036, 0.2055, 0.2069, 0.2031, 0.2302, 0.2217, 0.2098, 0.2293, 0.2190]
}



4.
{
  "formula": "C4H10N2O",
  "method": "the ωB97M-V functional and the def2-TZVPD basis",
  "relative_energy_kj_mol": 187.6,
  "smiles": "C[C@@H](CN)NC=O",
  "homo_lumo_gap_ev": 10.28,
  "multiplicity": 1,
  "largest_force_ev_per_a": 3.598,
  "e_homo_ev": -9.53,
  "symbols": ["C", "N", "C", "C", "C", "N", "O", "H", "H", "H", "H", "H", "H", "H", "H", "H", "H"],
  "coordinates": [[1.97460, 0.02909, 0.22454], [1.08972, 0.90937, -0.29157], [-0.29843, -0.95754, -1.26147], [-0.26741, 0.44759, -0.62440], [-1.15773, 0.43574, 0.62025], [-2.64902, 0.16517, 0.42753], [1.73233, -1.01097, 0.90651], [3.03126, 0.27888, 0.03640], [1.40640, 1.89267, -0.60756], [-1.26639, -0.96458, -1.72492], [0.07792, -1.68252, -0.52901], [0.44462, -1.08211, -1.98632], [-0.61151, 1.18143, -1.34434], [-0.66390, -0.29191, 1.27468], [-1.00519, 1.44443, 0.96969], [-2.92894, 0.80104, 1.16791], [-2.93402, -0.74059, 0.78612]],
  "atomic_forces_ev_per_a": [[0.6, -2.0, 2.2], [0.3, 1.1, -0.4], [0.6, 1.3, 1.2], [-0.2, -0.6, -0.4], [0.2, -0.7, -0.6], [1.7, 1.2, 0.7], [0.1, 2.8, -2.3], [-0.1, 0.3, 0.1], [-0.6, -2.7, 0.6], [-0.6, -1.1, 0.1], [-1.3, -0.2, 0.1], [1.0, 0.3, -1.7], [-0.4, 0.1, -0.2], [-0.3, 0.3, 0.3], [-0.4, 0.3, 0.8], [-1.1, -0.1, -0.3], [0.5, -0.2, -0.2]],
  "nbo_charge": [0.5162, -0.6306, -0.6529, -0.0415, -0.2415, -0.8336, -0.6329, 0.1197, 0.4175, 0.2301, 0.2463, 0.2074, 0.1938, 0.2075, 0.1804, 0.3547, 0.3594]
}



5.
{
  "formula": "C4H10N2O",
  "method": "the ωB97M-V functional and the def2-TZVPD basis",
  "relative_energy_kj_mol": 208.6,
  "smiles": "CC(=O)NCCN",
  "homo_lumo_gap_ev": 10.07,
  "multiplicity": 1,
  "largest_force_ev_per_a": 3.617,
  "e_homo_ev": -9.15,
  "symbols": ["C", "C", "N", "C", "C", "N", "O", "H", "H", "H", "H", "H", "H", "H", "H", "H", "H"],
  "coordinates": [[-0.41920, 2.24981, -1.51828], [0.24438, 0.85882, -1.35205], [-0.51902, -0.09641, -0.66773], [-0.63050, -0.07816, 0.71773], [0.48945, -1.03995, 1.33348], [0.44452, -2.37629, 0.79767], [1.28650, 0.71088, -1.98886], [-1.31497, 2.23469, -0.73369], [-0.72702, 2.52881, -2.55711], [0.27247, 2.97733, -1.10239], [-0.46173, -1.06780, -0.99915], [-1.60175, -0.34316, 1.12771], [-0.27668, 0.89475, 1.11867], [0.33938, -1.00177, 2.40064], [1.57506, -0.60470, 1.09873], [1.36497, -2.75288, 0.93752], [-0.06585, -3.09399, 1.38713]],
  "atomic_forces_ev_per_a": [[-1.8, -0.5, 3.0], [0.5, 1.3, -2.4], [-0.1, -0.8, -2.6], [2.5, 0.0, 2.6], [0.7, 1.8, -0.4], [-0.4, -2.1, 0.8], [-1.3, -1.1, 1.2], [1.4, 0.4, -2.1], [0.3, -0.6, 1.0], [0.1, 0.3, -0.4], [0.7, 0.6, 0.0], [-0.2, 0.0, -0.1], [-0.8, -0.2, -0.2], [0.2, 0.0, 0.7], [-2.4, -0.7, 0.4], [0.7, -0.1, -0.6], [0.0, 1.6, -0.8]],
  "nbo_charge": [-0.7130, 0.6970, -0.6836, -0.2158, -0.2192, -0.8534, -0.5690, 0.2011, 0.2504, 0.2248, 0.4105, 0.1898, 0.1998, 0.1701, 0.1908, 0.3617, 0.3579]
}



6.
{
  "formula": "C4H10N2O",
  "method": "the ωB97M-V functional and the def2-TZVPD basis",
  "relative_energy_kj_mol": 533.3,
  "homo_lumo_gap_ev": [7.33, 9.05],
  "multiplicity": 1,
  "largest_force_ev_per_a": 4.071,
  "e_homo_ev": [-8.00, -9.16],
  "symbols": ["C", "C", "C", "C", "N", "O", "N", "H", "H", "H", "H", "H", "H", "H", "H", "H", "H"],
  "coordinates": [[0.52426, 0.02817, 0.00124], [1.82681, -0.20196, 0.69236], [0.73390, 0.22582, -1.47217], [-0.88075, 0.05423, 0.42291], [-1.87975, -0.74116, -0.26538], [-1.25394, 1.52102, 0.17018], [-0.45410, -0.15325, 1.70706], [-1.86433, 1.56031, -0.57851], [-1.66978, -1.72706, -0.15260], [-2.78207, -0.57642, 0.17068], [-1.23078, 0.04972, 2.33511], [2.48575, -0.88020, 0.14548], [2.33053, 0.76791, 0.76575], [1.73549, -0.64798, 1.67803], [1.41080, 1.05012, -1.69352], [-0.18582, 0.36350, -2.03205], [1.15377, -0.69278, -1.89456]],
  "atomic_forces_ev_per_a": [[1.0, -0.6, -3.9], [-0.2, -0.5, 0.7], [-0.1, 0.2, -0.4], [1.8, 1.1, 0.0], [0.1, 0.1, 0.1], [-0.2, -1.3, 0.4], [-2.3, -0.1, 2.5], [0.1, -0.1, 0.0], [0.0, 0.1, 0.1], [0.0, 0.0, 0.0], [-0.3, 0.2, 0.6], [-0.1, 0.2, -0.6], [0.1, -0.1, 0.0], [-0.2, 0.4, 0.0], [0.2, 0.0, -0.1], [-0.2, 0.3, 0.2], [0.4, 0.0, 0.2]],
  "nbo_charge": [0.3934, -0.6941, -0.7245, 0.3468, -0.8710, -0.7672, -0.6193, 0.4680, 0.3727, 0.3713, 0.3073, 0.2176, 0.2403, 0.2618, 0.2323, 0.2293, 0.2355]
}



7.
{
  "formula": "C4H10N2O",
  "method": "the ωB97M-V functional and the def2-TZVPD basis",
  "relative_energy_kj_mol": 206.7,
  "smiles": "CN(C=O)CCN",
  "homo_lumo_gap_ev": 10.15,
  "multiplicity": 1,
  "largest_force_ev_per_a": 3.473,
  "e_homo_ev": -9.39,
  "symbols": ["C", "N", "C", "C", "C", "N", "O", "H", "H", "H", "H", "H", "H", "H", "H", "H", "H"],
  "coordinates": [[1.55334, 0.49380, 0.11401], [0.50247, -0.30424, 0.34851], [0.45746, -1.72058, -0.05226], [-0.73531, 0.28228, 1.00225], [-2.00169, 0.27578, 0.13693], [-1.83894, 0.99624, -1.15242], [2.70546, 0.14405, -0.25978], [1.35630, 1.49103, 0.53024], [-0.45876, -1.77100, -0.90197], [1.41758, -1.96409, -0.53235], [0.20064, -2.45397, 0.74121], [-0.62501, 1.38748, 1.22048], [-0.78318, -0.28693, 1.97611], [-2.80793, 0.83370, 0.75027], [-2.41080, -0.82539, 0.09375], [-1.12402, 0.69001, -1.77449], [-2.69596, 0.91510, -1.60319]],
  "atomic_forces_ev_per_a": [[3.3, -0.8, 0.5], [-1.7, -0.1, 0.3], [-2.2, 0.6, -2.4], [1.0, 0.3, 0.1], [-1.2, -1.4, 0.8], [0.5, -0.1, 2.5], [-3.1, 0.7, 0.3], [0.1, 0.3, -0.5], [2.5, -0.3, 2.1], [-0.5, 0.1, 0.2], [0.2, 0.8, -0.2], [0.7, -1.3, -0.1], [-0.7, 0.7, -1.0], [1.3, -0.8, -1.0], [0.7, 1.8, -0.4], [0.7, -0.6, -0.1], [-1.6, 0.1, -1.2]],
  "nbo_charge": [0.5200, -0.4426, -0.4237, -0.2302, -0.2370, -0.8379, -0.6391, 0.1181, 0.1822, 0.2522, 0.2093, 0.2208, 0.2110, 0.2062, 0.1645, 0.3663, 0.3598]
}



8.
{
  "formula": "C4H10N2O",
  "method": "the ωB97M-V functional and the def2-TZVPD basis",
  "relative_energy_kj_mol": 323.7,
  "homo_lumo_gap_ev": [4.79, 5.83],
  "multiplicity": 3,
  "largest_force_ev_per_a": 7.775,
  "e_homo_ev": [-3.97, -8.80],
  "symbols": ["C", "C", "C", "C", "N", "N", "O", "H", "H", "H", "H", "H", "H", "H", "H", "H", "H"],
  "coordinates": [[0.39241, 1.03152, -1.95059], [-0.03987, 0.20184, -0.99595], [-1.58207, 0.18580, 0.87903], [-0.15417, 0.24947, 0.50647], [1.38094, -1.91491, 0.43732], [0.71932, -1.07389, 1.26177], [0.33139, 1.46680, 0.98214], [0.38815, 0.72707, -2.91122], [0.64043, 2.10283, -1.84671], [-0.30853, -0.82473, -1.18854], [-1.93459, 0.46537, 1.92398], [-2.26540, 0.75197, 0.24409], [-1.75360, -0.82545, 0.61212], [0.72715, -2.64057, 0.19427], [1.92309, -1.38851, -0.34452], [1.41052, -0.61514, 1.95726], [0.12483, 2.10054, 0.23908]],
  "atomic_forces_ev_per_a": [[1.0, 3.3, 1.3], [-0.2, -3.5, 4.3], [-1.5, -0.8, 1.5], [-2.4, 5.7, -4.7], [0.5, 1.0, 0.1], [3.4, -0.4, 2.7], [0.7, 0.8, -0.1], [-0.1, -1.0, -3.0], [0.0, -0.6, 0.4], [-0.5, -0.2, -1.2], [1.1, -0.8, -0.9], [0.6, 0.4, -0.3], [-1.3, -1.4, 0.3], [0.0, 0.1, -1.3], [-0.9, -1.3, 1.5], [-1.0, -0.6, -1.6], [0.7, -0.6, 1.0]],
  "nbo_charge": [-0.5741, -0.4043, -0.6619, 0.3704, -0.5718, -0.2357, -0.7354, 0.1936, 0.1722, 0.1693, 0.2142, 0.2197, 0.2037, 0.3773, 0.4203, 0.3537, 0.4886]
}



9.
{
  "formula": "C4H10N2O2",
  "method": "the ωB97M-V functional and the def2-TZVPD basis",
  "relative_energy_kj_mol": 450.9,
  "homo_lumo_gap_ev": 9.23,
  "multiplicity": 1,
  "largest_force_ev_per_a": 4.021,
  "e_homo_ev": -8.72,
  "symbols": ["C", "C", "C", "N", "C", "O", "O", "N", "H", "H", "H", "H", "H", "H", "H", "H", "H", "H"],
  "coordinates": [[-0.71328, 0.22879, -0.45375], [0.01986, 1.40805, 0.18128], [-1.06616, -0.88780, 0.50775], [-1.76765, 0.62988, -1.27997], [1.87368, -0.09746, -0.11340], [1.37019, 1.06600, 0.47340], [-0.68495, -0.66456, 1.83745], [1.76607, -1.20789, 0.57790], [0.27899, -0.83547, 1.84935], [0.48358, -0.25405, -0.97354], [-2.34265, -0.12120, -1.63698], [-1.53150, 1.31112, -1.98963], [2.50877, -1.87188, 0.38558], [0.02742, 2.23482, -0.54498], [-0.48435, 1.71418, 1.10137], [-2.14641, -1.05877, 0.48721], [-0.42326, -1.75171, 0.18447], [2.83164, 0.15794, -0.59353]],
  "atomic_forces_ev_per_a": [[3.2, -0.2, -0.4], [-0.4, 0.2, -0.2], [0.9, -0.9, -0.1], [-0.1, 0.0, -0.3], [1.6, -1.1, 3.5], [-0.7, -0.3, -0.6], [0.0, 0.4, 0.4], [0.2, 1.4, -0.8], [-0.3, 0.0, 0.1], [-2.9, 0.9, -0.3], [0.1, 0.1, 0.0], [0.0, -0.2, 0.0], [-0.1, 0.0, -0.4], [-0.1, 0.0, 0.2], [0.2, 0.1, 0.0], [0.2, -0.3, -0.1], [-1.2, 0.2, -0.1], [-0.7, -0.3, -0.9]],
  "nbo_charge": [0.0349, -0.0844, -0.1096, -0.8134, 0.3153, -0.5396, -0.7369, -0.7334, 0.4997, 0.1007, 0.3786, 0.3767, 0.3589, 0.1670, 0.2177, 0.1880, 0.1990, 0.1810]
}



10.
{
  "formula": "C4H10N2O2",
  "method": "the ωB97M-V functional and the def2-TZVPD basis",
  "relative_energy_kj_mol": 367.2,
  "smiles": "CNCC(=O)N(C)O",
  "homo_lumo_gap_ev": 9.11,
  "multiplicity": 1,
  "largest_force_ev_per_a": 3.020,
  "e_homo_ev": -8.56,
  "symbols": ["C", "C", "C", "N", "N", "C", "O", "O", "H", "H", "H", "H", "H", "H", "H", "H", "H", "H"],
  "coordinates": [[-0.80407, -0.86486, 0.99374], [2.47135, 0.96862, 0.20443], [-2.09757, -0.45673, -1.10557], [1.35076, 0.04804, 0.23353], [-1.96980, -0.15419, 0.30601], [0.20298, 0.27908, 0.98075], [1.29999, -0.81206, -0.87867], [0.13847, 1.20988, 1.79336], [1.21190, -0.19548, -1.62933], [-2.04690, 0.84054, 0.51823], [-1.06565, -1.08198, 2.03426], [-0.49044, -1.76321, 0.45666], [2.25396, 1.77339, -0.50443], [3.37159, 0.43554, -0.11160], [2.62004, 1.39737, 1.19867], [-1.18342, -0.26803, -1.67389], [-2.37535, -1.50565, -1.25514], [-2.88784, 0.14972, -1.56099]],
  "atomic_forces_ev_per_a": [[-1.3, 2.6, -0.9], [-0.3, 0.1, -0.1], [-0.2, 0.1, -0.1], [-0.1, 0.3, 0.3], [-0.3, -1.4, 0.3], [1.7, -1.0, 1.9], [-0.1, 0.6, 0.1], [0.1, -0.9, -1.5], [-0.1, -0.4, 0.1], [0.4, -0.6, 0.1], [0.1, 0.0, -0.2], [-0.2, 0.4, 0.0], [0.2, 0.2, 0.0], [-0.2, 0.0, 0.1], [-0.1, -0.1, -0.2], [0.1, 0.0, -0.2], [0.1, 0.1, 0.1], [0.1, -0.1, 0.2]],
  "nbo_charge": [-0.3106, -0.4392, -0.4059, -0.1643, -0.6340, 0.6459, -0.5385, -0.6219, 0.4577, 0.3790, 0.2241, 0.2243, 0.1830, 0.2167, 0.2431, 0.1466, 0.1913, 0.2027]
}